# 1
The following is a quantum chemistry calculation of C22H21NO7 in the gas phase, from OMol25.

Positions of all 51 atoms, in Å:
C -7.82 -0.92 -1.03
C -6.97 -0.69 0.21
H -7.58 -0.68 1.12
H -6.19 -1.46 0.29
O -6.34 0.59 0.18
C -5.18 0.69 -0.48
O -4.62 -0.24 -1.01
C -4.64 2.10 -0.42
H -5.47 2.79 -0.25
H -4.13 2.33 -1.35
C -3.62 2.23 0.74
C -2.48 1.27 0.54
C -2.37 0.04 1.11
C -1.22 -0.77 0.77
C -0.29 -0.27 -0.14
C 0.84 -0.99 -0.52
C 1.05 -2.25 0.00
C 0.12 -2.78 0.92
C -0.98 -2.05 1.29
H -1.67 -2.48 2.00
H 0.30 -3.76 1.32
O 2.10 -3.06 -0.29
C 3.04 -2.62 -1.25
C 3.89 -1.46 -0.79
C 4.10 -1.24 0.57
C 4.89 -0.19 1.00
C 5.48 0.63 0.05
C 5.29 0.43 -1.31
C 4.49 -0.62 -1.72
H 4.32 -0.79 -2.78
H 5.76 1.09 -2.02
N 6.32 1.72 0.49
O 6.45 1.89 1.68
O 6.85 2.40 -0.36
H 5.06 -0.01 2.04
H 3.63 -1.90 1.29
H 3.68 -3.49 -1.42
H 2.54 -2.37 -2.20
H 1.51 -0.53 -1.22
O -0.42 0.96 -0.70
C -1.49 1.76 -0.41
O -1.54 2.84 -0.96
C -3.37 -0.53 2.06
H -3.75 -1.47 1.66
H -4.21 0.14 2.22
H -2.89 -0.73 3.02
H -4.12 2.07 1.69
H -3.22 3.24 0.71
H -7.19 -0.94 -1.91
H -8.56 -0.13 -1.13
H -8.33 -1.88 -0.94

The frontier orbital gap comes out at 7.84 eV. The energy above the lowest of the compared OMol25 structures with the same formula, charge and spin comes out at 47.6 kcal per mole. The calculation puts the total energy at -38975.5593 eV. The value obtained for the maximum force is 1.3 eV/Å. Its SMILES is CCOC(=O)CCc1c(C)c2ccc(OCc3ccc([N+](=O)[O-])cc3)cc2oc1=O.

=====

# 2
The following is a quantum chemistry calculation of 2 unconnected molecules or ions with the total composition C22H22BF6N2, from OMol25.

Positions of all 53 atoms, in Å:
C 5.66 -7.27 5.57
N 4.37 -7.48 6.21
C 4.22 -8.86 6.66
C 3.26 -6.66 5.95
C 2.47 -6.83 4.79
C 1.39 -6.01 4.54
N 1.03 -5.02 5.42
B -0.10 -4.11 5.23
H -0.04 -2.17 8.17
C 1.77 -4.85 6.56
C 2.87 -5.62 6.83
H 5.72 -6.29 5.10
H 6.45 -7.36 6.34
H 5.84 -8.05 4.81
H 3.20 -9.05 7.01
H 4.46 -9.56 5.84
H 4.92 -9.04 7.49
H 2.75 -7.62 4.08
H 0.79 -6.12 3.64
H 0.14 -3.07 4.74
H -1.09 -4.39 5.81
H 1.46 -4.06 7.26
H 3.46 -5.46 7.74
F 5.53 0.95 6.57
C 5.40 0.49 7.85
F 6.33 -0.49 8.03
F 5.74 1.53 8.69
C 4.00 0.02 8.12
C 3.76 -1.16 8.83
C 2.43 -1.49 9.09
C 1.34 -0.72 8.66
C -0.06 -1.34 8.86
C -1.44 -0.74 8.54
C -1.69 0.32 7.66
C -3.01 0.73 7.37
C -4.08 0.01 7.89
C -5.46 0.51 7.59
F -6.40 -0.46 7.71
F -5.80 1.52 8.45
F -5.57 1.01 6.32
C -3.88 -1.12 8.69
C -2.56 -1.47 9.00
C 1.64 0.44 7.91
C 2.96 0.80 7.65
H 4.58 -1.78 9.17
H 2.23 -2.41 9.64
H -0.11 -1.80 9.87
H -0.86 0.83 7.17
H -3.18 1.61 6.74
H -4.74 -1.69 9.05
H -2.41 -2.35 9.61
H 0.85 1.08 7.53
H 3.18 1.72 7.09

The frontier orbital gap comes out at 7.03 eV. The calculation puts the total energy at -43125.5204 eV. The value obtained for the maximum force is 3.1 eV/Å. The net charge is +1.

=====

Number 1: molecular weight 411.4 g/mol. Number 2: molecular weight 439.2 g/mol.